[1]
15
Properties=species:S:1:pos:R:3:forces:R:3:lowdin_charge:R:1 method="wB97M-V/def2-TZVPD" energy_ev=-11788.459 homo_energy_ev=-9.396 max_force_ha_per_bohr=0.04021 lumo_energy_ev=0.8 e_above_lowest_kcal_mol=65.8
C -0.981 1.915 1.027 0.3517 -0.1688 -0.7726 -0.120
N 0.274 1.131 0.964 -0.9122 1.2077 0.8284 0.052
C 0.238 0.061 0.321 1.2146 -0.5839 -1.5679 -0.342
N -0.734 -0.409 -0.557 -0.9448 0.1014 0.9225 -0.035
N -0.392 -1.581 -1.258 -1.1098 -0.2145 -1.0160 0.015
C 1.528 -0.769 0.197 -0.1608 1.3794 -0.7417 -0.447
O 1.629 -1.897 0.567 0.7585 0.0453 0.2038 0.117
O 2.470 -0.003 -0.477 -1.1100 -0.9937 0.9309 0.101
H -1.501 2.012 0.051 0.3577 -0.2415 0.1922 0.073
H -1.646 1.359 1.682 -0.3357 0.3805 0.3744 0.071
H -0.814 2.955 1.350 0.1183 -0.6873 0.2888 0.073
H -1.708 -0.287 -0.239 0.7409 -0.2147 -0.3529 0.139
H -0.779 -2.422 -0.824 0.2227 0.2681 0.1307 0.095
H -0.830 -1.514 -2.188 0.4516 0.0298 0.5658 0.099
H 3.246 -0.550 -0.616 0.3573 -0.3077 0.0135 0.110

[2]
11
Properties=species:S:1:pos:R:3:forces:R:3:lowdin_charge:R:1 method="wB97M-V/def2-TZVPD" energy_ev=-6182.395 homo_energy_ev="-9.449 / -9.451" max_force_ha_per_bohr=0.25415 lumo_energy_ev="0.4 / 0.4" e_above_lowest_kcal_mol=141.8
C 1.701 -0.609 0.079 -0.1649 -0.1070 0.2056 -0.068
C 0.324 -0.185 -0.249 -0.7159 -0.0177 0.0985 -0.244
N -0.676 -0.315 0.521 -0.0453 0.2231 -0.0864 0.067
C -2.249 2.560 -0.850 -4.0945 -11.5468 4.5495 0.004
N -2.752 1.166 -0.299 4.9764 10.4495 -4.0259 -0.202
H 2.353 0.256 0.016 0.2928 0.0469 -0.0101 0.083
H 1.720 -1.035 1.088 0.2213 0.0344 -0.2542 0.082
H 2.012 -1.344 -0.662 0.2417 -0.0613 0.0361 0.085
H 0.141 0.271 -1.246 -0.0175 -0.2410 0.6351 0.127
H -1.912 0.412 0.119 -0.9233 1.2201 -0.6311 -0.035
H -0.514 -0.691 1.463 0.2291 -0.0002 -0.5171 0.101